{
  "formula": "C5H3NO",
  "method": "wB97M-V/def2-TZVPD",
  "species": ["N", "C", "C", "C", "C", "O", "C", "H", "H", "H"],
  "xyz": [[-3.14682, 0.27796, -0.38858], [-2.00870, 0.11864, -0.24972], [-0.60903, 0.00703, 0.00055], [0.39320, 0.67401, -0.78582], [1.56410, 0.44480, -0.11871], [1.35031, -0.38548, 0.93228], [0.03475, -0.69789, 0.94630], [0.13079, 0.24478, -1.73604], [2.58463, 0.80405, -0.19602], [-0.29324, -1.48790, 1.59576]],
  "forces_ev_per_a": [[1.1, -0.2, 0.0], [-1.0, -0.2, 0.1], [-0.2, -0.4, 0.5], [-0.1, -1.2, 0.2], [0.0, -0.2, -0.1], [0.0, 0.2, 0.4], [-0.2, 0.0, 0.6], [0.6, 2.0, -1.8], [-0.3, -0.3, -0.3], [0.1, 0.2, 0.4]],
  "lumo_ev": 0.6,
  "orbital_gap_ha": 0.378,
  "energy_ha": -322.231267,
  "charge": 0,
  "multiplicity": 1,
  "relative_energy_kj_mol": 158.91,
  "smiles": "N#Cc1ccoc1"
}